[1]
A structure of composition C27H46BMgN11OS3 in a non-equilibrium geometry, computed with ωB97M-V with the def2-TZVPD basis set.

Output
total energy: -85797.3420 eV
HOMO (spin up / spin down): -13.14 / -13.14 eV
charge: +2

Structure (XYZ):
```
90
Properties=species:S:1:pos:R:3:forces:R:3
Mg -0.30619 -0.62872 0.22669 -0.40 -1.00 -1.74
C -4.01552 4.35017 0.58127 0.05 1.12 0.62
C -3.19088 3.48725 -0.34612 0.85 -1.56 -2.23
C -2.71371 4.09529 -1.71828 -1.62 0.90 0.27
C -4.04838 2.19385 -0.67661 0.57 0.95 0.65
N -1.84528 3.11121 0.28280 1.51 -0.98 0.50
C -1.25417 3.65722 1.46603 -0.07 -1.10 -1.52
C -0.00284 3.12439 1.58228 -1.62 -0.72 -1.49
N 0.19391 2.15198 0.52246 -0.86 1.11 0.35
B 1.62315 1.48292 0.35204 1.09 1.04 -1.61
N 2.09791 1.03078 -1.17876 0.01 -0.87 1.81
C 2.86552 1.85683 -2.00847 0.35 0.93 0.80
C 3.14414 1.20793 -3.15561 -0.20 -0.45 -0.77
N 2.56062 -0.05003 -3.03067 -0.15 -1.89 -0.60
C 2.03542 -0.20871 -1.77825 0.07 2.30 -1.28
S 1.37761 -1.62424 -1.13456 0.12 -0.49 0.62
C 2.56241 -1.20910 -4.11533 0.38 -0.71 0.43
C 1.09951 -1.68919 -4.40112 -0.35 3.14 0.87
C 3.24704 -0.76525 -5.41250 0.38 0.91 0.89
C 3.50160 -2.34329 -3.57257 -0.62 0.70 0.92
N 1.92227 0.32849 1.52220 -1.33 -0.71 1.58
C 3.21118 -0.14763 1.62123 1.41 -0.25 -1.20
C 3.74269 0.16048 2.81920 0.23 -0.60 0.00
N 2.73207 0.70627 3.58028 -1.15 -0.57 -0.09
C 1.59159 0.60828 2.86467 2.73 0.77 -2.43
S 0.06682 0.59214 3.52741 -3.56 -0.79 0.03
C 2.89568 1.16783 4.97395 -0.27 -0.58 1.62
C 1.86662 2.17468 5.45951 0.22 0.02 0.68
C 2.70349 -0.04933 5.92303 0.20 -0.65 -0.81
C 4.23466 1.87573 5.07130 1.10 0.04 -0.37
C -0.96079 2.19439 -0.27982 -0.50 0.14 2.39
S -1.39717 0.93383 -1.37837 1.15 0.32 0.25
H -5.01882 4.58033 0.13287 1.01 -0.42 0.47
H -3.55913 5.33068 0.83973 -0.09 -0.48 -0.45
H -4.12063 3.84194 1.56373 -0.36 0.07 -0.65
H -3.57337 4.51187 -2.26253 -0.05 -0.06 0.32
H -2.28697 3.40831 -2.46012 0.21 -0.15 0.79
H -2.07160 4.94454 -1.52316 0.40 0.08 -0.08
H -5.08402 2.49564 -0.57387 -0.20 -0.15 -0.31
H -3.85488 1.43002 0.05630 -0.05 -0.35 0.49
H -3.81499 1.74805 -1.63793 -0.30 0.35 -0.05
H -1.87816 4.27812 2.10590 0.66 0.05 -0.24
H 0.70797 3.30633 2.34707 0.61 0.08 0.24
H 2.43747 2.33084 0.66936 -0.39 -0.21 -0.10
H 3.28944 2.79349 -1.62081 -0.64 -0.45 -0.43
H 3.67511 1.48930 -4.09240 -0.52 -0.15 1.23
H 0.70516 -1.17546 -5.28429 0.29 -0.03 -0.08
H 0.39638 -1.34301 -3.59796 0.74 -0.66 -0.55
H 0.98608 -2.71317 -4.57550 0.16 -1.67 0.01
H 2.81386 0.15552 -5.82672 0.10 -0.31 -0.06
H 3.22445 -1.57093 -6.15028 -0.22 0.15 0.18
H 4.30381 -0.60163 -5.13651 -0.27 0.16 -0.53
H 2.99337 -2.90743 -2.77841 0.33 0.07 -0.27
H 4.43383 -1.90084 -3.15558 -0.58 -0.28 -0.34
H 3.76218 -3.02181 -4.37563 -0.02 -0.07 -0.15
H 3.76256 -0.70252 0.84609 -0.72 0.75 0.07
H 4.72639 -0.13096 3.19192 -0.48 0.57 0.00
H 0.90936 1.70346 5.55949 -0.79 0.14 -0.14
H 1.86287 3.08429 4.89224 -0.25 0.51 -0.46
H 2.12258 2.45625 6.50885 -0.02 -0.27 -0.83
H 1.62746 -0.35361 6.00286 0.94 0.31 -0.10
H 3.06857 0.23238 6.89464 -0.01 0.09 0.50
H 3.29513 -0.92989 5.60503 -0.28 0.42 0.08
H 4.33482 2.60181 4.21859 0.03 -0.71 0.70
H 5.10599 1.15448 5.06230 -0.85 1.01 0.18
H 4.20094 2.49742 5.98851 0.48 -0.64 -0.45
O -2.00817 -0.95064 2.50007 5.32 2.24 -0.17
N -0.85567 -0.56261 2.26310 -3.67 -0.74 1.79
C -1.46384 -2.88629 -1.78804 1.07 -0.57 0.69
N -2.43391 -3.78572 -2.29701 -1.00 -0.68 0.18
C -3.74582 -3.12604 -2.23975 -0.62 -0.55 -0.59
N -4.13301 -2.71966 -0.91720 0.78 0.02 1.31
C -3.07626 -1.81680 -0.39676 -1.27 -1.12 -1.78
N -1.78119 -2.50260 -0.37215 1.22 1.45 0.61
C -1.82803 -3.74284 0.47263 -0.82 0.32 0.50
N -2.85927 -4.66032 -0.00810 -0.35 0.77 -1.13
C -2.55859 -4.97675 -1.44433 -0.05 -0.02 0.53
C -4.17699 -3.95941 -0.09673 -0.10 -0.68 -1.65
H -1.42563 -2.03320 -2.47507 0.17 0.20 0.53
H -0.46226 -3.35195 -1.68884 -0.60 0.07 -0.66
H -4.53022 -3.80536 -2.54617 0.08 -0.51 -0.38
H -3.82898 -2.31989 -2.93730 0.42 0.86 -0.37
H -3.39159 -1.43095 0.53871 -0.06 0.24 1.12
H -3.02581 -0.99759 -1.12476 0.09 -0.08 0.35
H -2.07196 -3.42739 1.51234 0.01 -0.19 -0.59
H -0.84626 -4.24513 0.52808 -0.32 0.26 -0.43
H -3.42183 -5.52889 -1.82803 0.47 -0.29 0.07
H -1.65121 -5.56400 -1.46335 0.25 -0.19 -0.23
H -4.58629 -3.74347 0.85549 -0.26 0.17 1.09
H -4.86139 -4.66275 -0.66992 0.62 0.78 1.09
```
Forces are in eV/Å.

Mulliken atomic charge list, values in e, 5 entries: 1.7907 -1.8290 1.3144 -1.5600 -1.4868

***

[2]
A structure of composition C27H46BrNP2SV in a non-equilibrium geometry, computed with ωB97M-V with the def2-TZVPD basis set.

Output
<S²>: 3.83
ΔE to the lowest compared entry with this formula, charge and spin: 45.61 kcal/mol
total energy: -155359.0045 eV
HOMO (spin up / spin down): -12.36 / -12.36 eV
2S+1: 4
charge: +2

Structure (XYZ):
```
79
Properties=species:S:1:pos:R:3:forces:R:3
N -2.60996 -6.93606 -2.73994 -0.60 -0.60 0.23
C -1.84989 -7.21385 -1.69075 0.70 0.37 0.03
C -0.89802 -6.30385 -1.17893 -0.19 0.48 0.21
C -0.87833 -4.97560 -1.71007 -0.05 -0.72 -1.31
C -1.63987 -4.78239 -2.89242 -0.36 -0.02 0.72
C -2.51660 -5.76168 -3.33651 0.98 0.71 -0.05
C -0.33958 -3.81060 -1.02339 -0.77 0.13 -0.49
V 0.24868 -1.22811 0.24345 0.49 1.84 0.16
P -0.80751 3.94087 1.56671 -0.39 1.85 0.16
C -0.93395 -2.52229 -1.20420 -1.04 -1.58 -0.31
C -1.72896 -1.91739 -0.11767 1.58 0.39 0.19
C -2.11075 -0.55058 -0.17025 -0.94 -0.44 0.27
C -2.70233 -0.04802 1.01821 0.17 -0.50 0.09
C -2.38721 -0.62993 2.24094 1.07 1.11 -0.29
C -1.45986 -1.68614 2.29625 -0.88 -1.35 0.06
C -1.45493 -2.49741 1.16385 -0.37 -1.01 0.02
Br -2.97905 0.10143 3.83955 -0.27 -0.12 0.37
H 0.51659 -3.96122 -0.35949 -0.66 -0.17 0.61
H -1.39682 -2.33936 -2.18508 0.20 -0.20 0.38
H -0.28380 -6.62101 -0.33247 -0.19 0.32 -0.18
H -1.60953 -3.83449 -3.40348 -0.06 0.05 -0.14
H -1.99524 -8.20543 -1.23971 0.26 0.50 -0.18
H -3.13603 -5.54449 -4.19883 -0.05 -0.31 -0.01
H -2.22395 -0.02946 -1.12978 0.05 -0.26 0.54
H -1.41532 -3.60443 1.22959 0.77 0.88 0.08
H -3.42099 0.75065 1.02334 0.06 0.42 -0.22
H -0.97649 -2.03057 3.21851 -0.81 0.03 -0.29
P 1.42474 0.34268 -1.40908 0.65 -0.05 -0.83
C -1.79732 3.14767 2.87473 0.17 -0.48 -0.15
C -2.98303 3.93245 3.41649 0.04 -0.15 0.17
H -1.07959 2.89763 3.67124 -0.33 0.04 0.00
H -2.12732 2.21070 2.41532 -0.02 -0.07 0.34
H -3.50288 3.30319 4.14852 -0.02 0.28 0.00
H -2.63052 4.84479 3.90924 -0.22 -0.13 -0.10
H -3.71517 4.19692 2.64409 0.24 0.02 0.07
C -1.63642 3.36283 0.03029 0.00 -0.07 0.09
C -2.09072 4.63602 -0.70119 -0.14 -0.14 -0.33
H -2.50243 2.74183 0.31025 0.20 0.09 -0.23
H -0.93639 2.74944 -0.55950 -0.29 0.13 0.00
H -2.60975 4.40084 -1.63822 0.10 0.09 0.10
H -2.78448 5.21130 -0.06877 0.28 -0.17 -0.19
H -1.22718 5.28208 -0.91570 -0.31 -0.17 0.02
C 0.78310 3.09295 1.77662 -0.07 -0.54 -0.10
C 1.72230 4.02020 2.55993 0.26 -0.07 0.05
H 1.15490 2.82934 0.77578 0.14 0.07 0.22
H 0.56506 2.16828 2.33365 0.44 -0.12 -0.20
H 2.77363 3.77509 2.36742 -0.12 0.05 0.17
H 1.56172 5.07669 2.29343 0.08 -0.43 0.02
H 1.53464 3.92205 3.63782 0.09 0.10 -0.24
C 3.12328 0.95631 -1.05704 -0.05 -0.03 0.21
C 3.88146 1.32265 -2.33790 0.58 0.05 -0.27
H 3.65856 0.18516 -0.48176 -0.07 0.27 -0.17
H 3.01842 1.81940 -0.37684 -0.04 -0.21 -0.28
H 4.29010 0.41979 -2.82656 -0.19 0.42 0.20
H 3.27255 1.86257 -3.07904 0.48 -0.32 0.46
H 4.72153 1.99354 -2.11090 -0.14 -0.32 0.02
C 0.83991 1.67791 -2.56495 -0.05 0.35 0.74
C -0.37780 1.22383 -3.32734 -0.60 0.09 -0.46
H 1.61813 1.98566 -3.29127 -0.48 -0.46 0.64
H 0.65175 2.57177 -1.92241 -0.03 -0.57 -0.51
H -0.13159 0.40373 -4.01729 -0.13 0.22 0.21
H -1.19077 0.89227 -2.66831 0.13 0.13 -0.18
H -0.74849 2.05364 -3.93914 -0.09 -0.22 0.10
C 1.63285 -1.14289 -2.51190 -0.24 0.06 -0.73
C 2.85037 -2.03330 -2.22088 0.32 -0.28 -0.03
H 1.61720 -0.82737 -3.57169 0.19 -0.06 0.46
H 0.70665 -1.73617 -2.37562 0.73 0.58 -0.35
H 2.55060 -3.08076 -2.09602 0.03 0.13 -0.02
H 3.55784 -2.02679 -3.06587 -0.22 0.09 0.42
H 3.41022 -1.75657 -1.31356 -0.16 -0.05 -0.29
C 3.35743 0.02144 2.51549 0.91 0.11 -0.72
S 1.84207 -0.92271 2.08189 0.50 0.70 1.46
C 1.08017 -0.62664 3.72380 -0.63 -0.57 0.34
H 3.36848 1.02389 2.07012 -0.12 -0.36 -0.02
H 4.23261 -0.56277 2.19300 -0.34 0.33 0.00
H 3.40485 0.13518 3.60557 -0.05 -0.28 -0.51
H 1.07214 -1.59569 4.24590 -0.13 0.45 -0.02
H 1.71442 0.07104 4.27863 -0.38 -0.22 -0.25
H 0.06784 -0.21168 3.64212 0.42 -0.08 0.03
```
Forces are in eV/Å.

Mulliken atomic charge list, values in e, 5 entries: -0.4819 -0.3079 -0.5636 0.3820 -0.1023